3 unconnected molecules or ions with the total composition C27H62NO10P2 at a distorted geometry, computed with ωB97M-V with the def2-TZVPD basis set.

Geometry (Å):
C1 6.8087 -2.0349 -2.6892
C2 7.5754 -0.7025 -2.5062
C3 6.7962 0.4588 -3.1099
O1 7.0559 0.6876 -4.4615
C4 5.8025 0.8990 -5.2999
N1 5.2851 2.1708 -5.3617
C5 4.4296 2.5127 -4.2576
C6 3.1218 1.6919 -4.1191
C7 2.0425 2.3958 -3.2779
C8 0.6324 2.1706 -3.8357
C9 -0.4783 2.2186 -2.7815
C10 -1.8322 1.8437 -3.3813
C11 -3.0089 2.0576 -2.4305
C12 -4.2785 1.3584 -2.9654
C13 -4.3434 -0.0884 -2.4729
C14 -5.2190 -1.0206 -3.3125
O2 -5.1742 -0.6763 -4.6844
C15 -6.2480 -1.2123 -5.4115
H1 7.5070 -2.8577 -2.8599
H2 6.2169 -2.2654 -1.8033
H3 6.1616 -1.9420 -3.5627
H4 8.6072 -0.7784 -2.8483
H5 7.6249 -0.5097 -1.4266
H6 7.0107 1.3912 -2.5597
H7 5.7254 0.2667 -2.9335
H8 5.1047 0.1061 -4.9360
H9 6.1454 0.5978 -6.2965
H10 4.9279 2.4819 -3.2597
H11 4.1219 3.5609 -4.3910
H12 2.7348 1.5284 -5.1292
H13 3.3572 0.7289 -3.6575
H14 2.2508 3.4705 -3.2347
H15 2.0643 2.0247 -2.2472
H16 0.4170 2.8436 -4.6703
H17 0.6123 1.1546 -4.2509
H18 -0.1986 1.5126 -1.9935
H19 -0.5005 3.2226 -2.3413
H20 -1.7831 0.7749 -3.6204
H21 -1.9682 2.4078 -4.3069
H22 -3.2278 3.1291 -2.4042
H23 -2.7657 1.7053 -1.4251
H24 -5.1783 1.9227 -2.7119
H25 -4.1799 1.3516 -4.0515
H26 -4.7649 -0.0833 -1.4636
H27 -3.3320 -0.4969 -2.4186
H28 -6.2586 -0.9648 -2.9608
H29 -4.8821 -2.0591 -3.1966
H30 -7.2070 -1.0105 -4.9174
H31 -6.2706 -0.7318 -6.3891
H32 -6.1475 -2.2959 -5.5536
O3 6.6542 -0.2969 3.2735
P1 5.9325 -1.5657 3.3805
O4 6.6440 -2.8003 2.6835
C16 7.9701 -3.1830 3.0745
C17 8.0287 -3.8041 4.4569
O5 4.6060 -1.5377 2.4929
C18 4.2380 -0.3788 1.7313
C19 4.7780 -0.4356 0.3190
O6 5.3310 -2.1919 4.7066
C20 5.0919 -1.3391 5.8450
C21 4.0709 -0.2597 5.5517
H33 8.6294 -2.3141 3.0110
H34 8.2984 -3.9028 2.3267
H35 7.8033 -3.0721 5.2336
H36 9.0275 -4.1990 4.6462
H37 7.3024 -4.6122 4.5464
H38 4.5654 0.5298 2.2383
H39 3.1475 -0.3602 1.7162
H40 5.8225 -0.7443 0.2775
H41 4.6864 0.5366 -0.1669
H42 4.2138 -1.1619 -0.2686
H43 6.0369 -0.8980 6.1706
H44 4.7420 -1.9960 6.6392
H45 4.4420 0.4402 4.8014
H46 3.8514 0.3040 6.4590
H47 3.1485 -0.6975 5.1696
O7 -6.5648 1.5571 3.2716
P2 -7.1026 0.1960 3.2362
O8 -6.1482 -0.8872 2.5856
C22 -4.8377 -1.1199 3.1318
C23 -4.8696 -1.8129 4.4793
O9 -8.2986 0.1038 2.1714
C24 -8.7080 1.2497 1.4231
C25 -7.9639 1.3394 0.1060
O10 -7.7804 -0.5767 4.4373
C26 -8.2773 0.1633 5.5737
C27 -9.3873 1.1211 5.1960
H48 -4.3009 -0.1707 3.1949
H49 -4.3243 -1.7425 2.4018
H50 -5.2877 -1.1660 5.2518
H51 -3.8583 -2.0864 4.7807
H52 -5.4843 -2.7120 4.4352
H53 -8.5741 2.1604 2.0079
H54 -9.7789 1.1343 1.2485
H55 -6.8979 1.1608 0.2487
H56 -8.0972 2.3191 -0.3538
H57 -8.3286 0.5814 -0.5893
H58 -7.4496 0.6971 6.0457
H59 -8.6347 -0.5838 6.2794
H60 -9.0194 1.9104 4.5385
H61 -9.7954 1.5914 6.0910
H62 -10.1857 0.5959 4.6715

Computed properties:
HOMO-LUMO gap in eV: 3.848
HOMO energy in eV: -2.1
Net charge: -1
LUMO energy in eV: 1.774